# 1
# C18H23N5OS

C18H23N5OS in the gas phase in a non-equilibrium geometry (wB97M-V/def2-TZVPD, the Open Molecules 2025 dataset).

Cartesian coordinates (Å):
C 1.226 3.708 0.037
H 1.273 4.739 0.382
H 1.690 3.077 0.791
H 0.179 3.433 -0.063
C 1.960 3.594 -1.307
N 2.037 2.305 -1.949
C 2.861 1.286 -1.341
C 2.108 0.339 -0.393
N 0.996 -0.242 -1.116
C 0.083 0.805 -1.535
C 0.826 1.740 -2.499
H 0.165 2.547 -2.818
H 1.112 1.154 -3.381
H -0.771 0.353 -2.044
H -0.295 1.384 -0.677
C 0.374 -1.378 -0.454
C -0.397 -0.999 0.782
C 0.073 -1.052 2.053
N -0.833 -0.564 2.955
C -2.008 -0.115 2.430
N -2.788 0.324 3.395
C -2.045 0.121 4.509
N -0.854 -0.416 4.287
C -2.529 0.468 5.863
H -2.796 1.522 5.897
H -3.421 -0.112 6.093
H -1.753 0.256 6.591
S -2.019 -0.292 0.727
O 1.261 -1.529 2.468
H 1.289 -1.473 3.434
C -0.449 -2.192 -1.432
C -1.455 -3.039 -0.986
C -2.183 -3.798 -1.886
C -1.910 -3.725 -3.240
C -0.892 -2.901 -3.688
C -0.163 -2.143 -2.790
H 0.638 -1.507 -3.131
H -0.663 -2.849 -4.743
H -2.482 -4.315 -3.941
H -2.966 -4.449 -1.525
H -1.669 -3.117 0.070
H 1.200 -2.016 -0.104
H 2.782 -0.459 -0.075
H 1.773 0.882 0.507
H 3.688 1.762 -0.811
H 3.273 0.676 -2.154
H 2.990 3.937 -1.168
H 1.481 4.273 -2.021

Atomic forces in eV per Å
0.142 -0.034 -0.265
-0.019 0.115 0.078
-0.015 -0.054 0.110
-0.105 -0.033 0.063
-0.042 0.130 0.134
-0.026 -0.065 0.007
0.026 -0.127 0.132
0.240 0.120 -0.094
0.127 -0.077 -0.067
0.068 0.258 -0.231
-0.145 -0.090 0.028
-0.005 0.018 -0.047
-0.149 -0.022 -0.031
-0.035 0.049 -0.018
0.011 -0.073 -0.073
0.114 0.059 0.192
0.169 0.028 0.493
0.157 -0.227 -0.696
-1.193 0.509 -0.163
0.426 -0.120 0.355
-0.427 0.132 -0.428
0.258 -0.138 -0.335
0.691 -0.218 0.760
0.046 -0.024 0.043
-0.008 0.048 0.061
-0.037 -0.012 0.070
-0.018 0.020 0.098
0.001 -0.086 -0.056
-0.181 0.108 0.067
0.024 -0.008 0.021
0.009 -0.098 -0.045
0.027 -0.019 0.008
-0.055 -0.093 -0.010
-0.059 -0.062 -0.054
-0.003 -0.032 -0.072
-0.005 -0.014 -0.016
0.061 0.080 -0.036
0.019 0.007 -0.086
-0.051 -0.043 -0.058
-0.064 -0.054 0.027
-0.029 0.026 0.079
-0.114 0.111 -0.046
0.000 0.002 0.027
0.013 -0.059 -0.012
0.045 0.005 -0.017
0.080 -0.066 0.115
-0.066 0.078 -0.051
0.097 0.045 0.037

Its gap between HOMO and LUMO is 8.55 eV. Its structure (SMILES) is CCN1CCN([C@H](c2ccccc2)c2sc3nc(C)nn3c2O)CC1. The lowest unoccupied orbital energy is 0.6 eV. The net charge is 0.

=====

# 2
# C4H5NO2

C4H5NO2 in the gas phase (wB97M-V/def2-TZVPD, the Open Molecules 2025 dataset).

Cartesian coordinates (Å):
O 0.161 -2.631 0.715
C -0.095 -1.606 0.141
C 0.947 -0.503 -0.084
C 0.394 0.568 -0.983
N -0.495 1.438 -0.693
C -1.036 1.508 0.600
O -1.339 0.570 1.302
H 1.213 -0.112 0.905
H 1.842 -0.960 -0.519
H -1.101 -1.388 -0.265
H 0.734 0.568 -2.023
H -1.226 2.549 0.905

Atomic forces in eV per Å
-0.050 0.456 -0.249
0.012 -0.371 0.136
0.067 0.063 0.017
-0.240 0.189 0.025
0.337 -0.309 -0.147
-0.094 -0.210 0.369
0.101 0.389 -0.365
-0.091 -0.046 -0.113
-0.142 0.079 0.070
0.101 -0.175 0.067
-0.052 -0.006 0.162
0.050 -0.059 0.029

Its gap between HOMO and LUMO is 9.82 eV. Its structure (SMILES) is O=CC/C=N\C=O. The lowest unoccupied orbital energy is -0.3 eV. The net charge is 0.

=====

# 3
# C7H8FN2S

2 unconnected molecules or ions with the total composition C7H8FN2S in a non-equilibrium geometry (wB97M-V/def2-TZVPD, the Open Molecules 2025 dataset).

Cartesian coordinates (Å):
C -0.078 -3.058 -3.290
C 1.705 -2.512 -1.628
C -0.845 -1.970 -2.796
C 0.996 -1.412 -1.194
C 1.137 -3.331 -2.659
C -0.285 -1.432 -1.710
C -0.553 3.656 2.950
N -0.757 4.239 4.107
N -1.038 2.464 2.598
F 1.912 -4.290 -3.203
S -0.847 1.732 1.129
H -0.314 -3.688 -4.033
H 2.773 -2.650 -1.480
H -1.890 -1.781 -3.058
H 1.246 -0.711 -0.396
H -0.112 4.090 2.062
H -0.293 5.053 4.464
H -1.324 3.787 4.823
H -1.433 1.814 3.314

Atomic forces in eV per Å
1.547 1.886 3.127
0.759 -0.692 -1.873
-0.289 -2.052 -0.078
-1.411 -1.060 0.343
0.050 1.558 0.132
-0.070 2.846 0.950
-0.804 -0.191 -0.638
-0.273 -1.107 0.095
-0.498 -1.103 2.189
-0.098 -0.018 0.368
0.190 0.012 -0.843
-1.250 -1.930 -2.808
-0.167 -0.151 0.523
0.508 -0.015 -0.295
0.429 -0.337 -0.360
0.647 0.870 0.473
0.355 0.559 -0.571
0.153 -0.126 -0.275
0.223 1.052 -0.461

Its gap between HOMO and LUMO (spin up / spin down) is 6.49 / 3.87 eV. The lowest unoccupied orbital energy (spin up / spin down) is -4.6 / -6.8 eV. The net charge is +1.

=====

# 4
# C31H30N7PS4Sc

A molecular structure, C31H30N7PS4Sc in a non-equilibrium geometry (wB97M-V/def2-TZVPD, the Open Molecules 2025 dataset).

Cartesian coordinates (Å):
Sc -19.501 3.411 2.578
S -20.947 3.842 4.863
C -22.192 4.932 4.454
C -23.426 4.824 5.095
C -24.456 5.731 4.818
C -24.268 6.808 3.965
C -23.028 7.036 3.368
C -22.007 6.080 3.551
S -20.523 6.185 2.654
C -19.843 7.576 3.549
C -18.326 7.662 3.446
C -17.671 8.381 4.485
C -16.237 8.337 4.541
C -15.646 7.652 3.496
C -16.375 7.140 2.399
C -15.651 6.488 1.273
S -15.409 4.622 1.293
C -15.044 4.170 2.926
C -13.663 3.868 3.088
C -13.194 3.528 4.334
C -14.017 3.588 5.469
C -15.372 3.926 5.330
C -15.905 4.168 4.050
S -17.583 4.496 3.969
N -17.716 7.175 2.343
H -23.573 4.008 5.827
H -25.507 5.567 5.134
H -25.096 7.485 3.750
H -22.879 7.843 2.649
H -20.139 7.579 4.621
H -20.272 8.439 3.022
H -18.257 8.847 5.280
H -15.647 8.817 5.319
H -14.545 7.550 3.523
H -14.618 6.832 1.149
H -16.215 6.638 0.307
H -13.036 3.940 2.233
H -12.143 3.228 4.391
H -13.577 3.237 6.395
H -16.111 3.837 6.145
C -18.313 -1.656 0.652
N -17.999 -0.351 1.220
C -17.034 -0.201 2.265
C -17.307 1.026 2.813
N -18.444 1.621 2.212
C -18.809 0.800 1.155
P -19.815 1.296 -0.250
C -19.069 2.946 -0.443
N -19.093 3.941 0.448
C -18.656 5.131 -0.255
C -18.392 4.793 -1.553
N -18.556 3.410 -1.667
C -18.324 2.640 -2.892
C -21.327 1.714 0.583
N -21.369 2.317 1.841
C -22.678 2.293 2.264
C -23.483 1.692 1.330
N -22.659 1.374 0.247
C -23.227 0.784 -0.940
H -17.595 -2.336 1.068
H -18.197 -1.665 -0.419
H -19.329 -1.956 0.944
H -16.243 -0.880 2.532
H -16.792 1.585 3.556
H -18.685 6.080 0.273
H -18.082 5.420 -2.397
H -18.345 3.392 -3.673
H -19.139 1.932 -3.060
H -17.331 2.140 -2.915
H -22.909 2.665 3.261
H -24.518 1.400 1.431
H -24.004 0.045 -0.590
H -22.455 0.362 -1.573
H -23.747 1.601 -1.506

Atomic forces in eV per Å
-0.155 2.561 2.536
1.520 -1.224 -0.721
-0.576 2.452 -1.068
-0.708 0.019 0.251
-0.723 -0.319 -0.308
0.208 0.547 -0.064
0.376 -1.297 -0.171
-1.607 -1.305 1.167
0.186 -0.465 -0.663
1.035 0.801 0.085
0.278 1.271 0.356
1.300 -1.086 -0.279
-2.423 -0.096 -0.885
1.129 -0.145 -0.353
0.006 0.179 0.839
0.141 -0.568 -1.239
-1.541 0.385 -0.872
1.670 0.313 0.980
-1.904 0.202 0.961
0.712 -0.037 0.246
-0.334 -0.361 -0.689
0.413 -0.898 0.009
1.091 -0.247 -0.617
-2.019 -0.320 -0.182
0.181 0.197 1.251
0.033 0.499 -0.604
0.972 -0.031 0.314
0.206 -0.186 0.096
-0.044 -0.138 0.289
0.042 -0.212 -0.864
0.029 0.013 0.487
0.171 -0.184 -0.283
-0.260 -0.171 -0.116
-0.709 -0.057 -0.292
-0.412 0.380 0.139
0.638 -0.082 0.990
0.501 -0.128 -0.481
-0.369 0.137 0.365
-0.304 0.314 0.203
0.750 0.294 -0.308
-0.348 0.218 -0.036
0.041 1.474 1.099
-2.208 1.835 -1.073
-1.622 0.096 -0.989
1.658 -2.866 -1.973
2.706 -1.087 3.279
0.342 -0.462 -0.976
1.043 1.725 -1.446
0.402 1.147 -2.026
-1.071 -1.898 0.897
0.308 -0.659 0.524
-1.112 0.003 1.554
0.239 0.302 0.039
-3.485 1.075 2.468
-0.507 -1.111 -2.363
0.728 -0.092 0.174
1.767 0.249 -0.317
1.304 0.390 2.061
-1.279 0.282 -0.358
0.176 -0.480 0.136
-0.101 0.076 -0.402
0.395 0.032 -0.146
-0.229 -0.334 -0.314
0.275 0.150 0.596
0.249 -0.215 -0.170
-0.081 -0.492 0.505
0.029 -0.190 -0.379
0.253 0.041 0.068
-0.717 0.283 0.256
-0.053 -0.080 -0.384
0.051 0.146 -0.454
0.996 0.550 -0.734
-0.049 -0.291 0.038
0.400 -0.818 0.340

Its gap between HOMO and LUMO is 5.91 eV. The lowest unoccupied orbital energy is -3.3 eV. The net charge is +1.